1.
86
Properties=species:S:1:pos:R:3 method="wB97M-V/def2-TZVPD" homo_lumo_gap_ev=6.8 largest_force_ev_per_a=3.1 smiles="CC[C@@H](I)c1c(CC(=O)F)ccc2c1C(=O)C=C(S(C)(=O)=O)C2=O.COCCNCCOC.COCCNCCOC" homo_energy_ev=-8.479 spin_multiplicity=1 lumo_ev=-1.72
C -3.634 6.131 5.385
C -3.166 5.000 4.393
C -4.050 3.671 4.384
I -5.604 3.596 5.898
C -4.606 3.421 2.930
C -5.472 4.405 2.235
C -5.937 5.753 2.901
C -4.978 6.949 2.582
O -4.999 7.948 3.212
F -4.088 6.874 1.508
C -5.961 4.196 0.867
C -5.591 2.981 0.149
C -4.771 2.014 0.841
C -4.264 2.195 2.223
C -3.404 1.038 2.778
O -3.405 0.629 3.911
C -2.486 0.315 1.723
C -2.939 0.169 0.455
S -1.823 -0.634 -0.774
C -2.327 0.006 -2.400
O -1.814 -2.090 -0.660
O -0.463 -0.109 -0.527
C -4.361 0.712 0.071
O -5.096 0.170 -0.712
H -3.352 5.930 6.457
H -3.049 7.058 5.108
H -4.708 6.419 5.298
H -3.038 5.444 3.367
H -2.125 4.711 4.715
H -3.347 2.831 4.627
H -6.911 6.018 2.394
H -6.173 5.651 3.984
H -6.603 4.944 0.341
H -5.902 2.744 -0.897
H -1.477 -0.024 2.055
H -1.809 -0.486 -3.259
H -3.430 -0.145 -2.551
H -2.145 1.116 -2.409
C 4.995 -2.146 -6.288
O 3.817 -2.867 -5.972
C 3.831 -3.419 -4.655
C 2.792 -2.734 -3.779
N 3.183 -1.360 -3.472
C 2.126 -0.579 -2.830
C 0.870 -0.288 -3.657
O 1.101 0.565 -4.772
C 1.506 -0.103 -5.956
H 4.950 -1.872 -7.343
H 5.065 -1.228 -5.695
H 5.886 -2.760 -6.128
H 4.826 -3.376 -4.202
H 3.558 -4.474 -4.754
H 2.684 -3.293 -2.845
H 1.834 -2.764 -4.314
H 3.446 -0.893 -4.331
H 2.573 0.380 -2.552
H 1.836 -1.071 -1.900
H 0.181 0.257 -3.010
H 0.342 -1.200 -3.960
H 1.084 -1.108 -6.034
H 2.596 -0.145 -6.020
H 1.156 0.485 -6.808
C 1.334 -3.307 -0.284
O 2.703 -2.939 -0.382
C 2.999 -1.709 0.279
C 3.888 -1.961 1.489
N 3.151 -2.642 2.552
C 4.002 -3.117 3.644
C 5.015 -4.219 3.316
O 4.421 -5.462 2.971
C 4.097 -5.603 1.597
H 1.172 -4.182 -0.915
H 1.073 -3.570 0.746
H 0.687 -2.501 -0.636
H 2.094 -1.160 0.555
H 3.554 -1.093 -0.435
H 4.262 -1.004 1.867
H 4.744 -2.559 1.154
H 2.666 -3.439 2.158
H 3.330 -3.500 4.417
H 4.529 -2.262 4.081
H 5.588 -4.409 4.229
H 5.747 -3.909 2.562
H 4.782 -5.053 0.947
H 3.067 -5.290 1.412
H 4.162 -6.665 1.346

---

2.
10
Properties=species:S:1:pos:R:3 method="wB97M-V/def2-TZVPD" homo_lumo_gap_ev=9.0 de_lowest_ev=5.401 largest_force_ev_per_a=0.6 smiles="NC1=C[C@@H]1N=O" homo_energy_ev=-8.864 spin_multiplicity=1 lumo_ev=0.19
N 1.642 -0.098 -0.347
C 0.328 0.318 -0.369
C -0.608 1.199 -0.275
C -1.075 -0.211 -0.086
N -1.178 -0.856 1.222
O -0.145 -0.774 1.850
H 1.753 -0.860 0.311
H 2.088 -0.278 -1.236
H -0.991 2.205 -0.304
H -1.814 -0.645 -0.768

---

3.
54
Properties=species:S:1:pos:R:3 method="wB97M-V/def2-TZVPD" homo_lumo_gap_ev=8.6 de_lowest_ev=0.219 largest_force_ev_per_a=1.0 smiles="O=C(COc1ccccc1)N1CC[NH+](C[C@H](O)COc2ccccc2)CC1" homo_energy_ev=-10.915 spin_multiplicity=1 lumo_ev=-2.34 total_charge=+1
O 1.007 2.099 -2.347
C 0.959 2.380 -1.172
N 1.882 1.898 -0.289
C 1.939 2.228 1.119
H 2.509 3.151 1.286
C 2.609 1.073 1.879
N 2.319 -0.192 1.176
H 1.293 -0.211 0.916
C 2.523 -1.402 2.005
H 3.550 -1.756 1.887
H 2.356 -1.152 3.054
C 1.549 -2.521 1.611
C 0.081 -2.053 1.755
O -0.204 -1.007 0.839
C -0.860 -1.373 -0.347
C -2.027 -2.120 -0.323
C -2.648 -2.452 -1.514
C -2.117 -2.033 -2.722
C -0.966 -1.266 -2.737
C -0.331 -0.937 -1.552
H 0.557 -0.328 -1.574
H -0.552 -0.917 -3.669
H -2.605 -2.297 -3.647
H -3.556 -3.033 -1.492
H -2.465 -2.425 0.616
H -0.586 -2.903 1.591
H -0.091 -1.668 2.764
O 1.847 -2.890 0.287
H 1.359 -3.682 0.036
H 1.712 -3.361 2.302
C 3.082 -0.228 -0.095
H 2.655 -1.013 -0.721
C 3.023 1.153 -0.773
H 3.937 1.722 -0.569
H 2.919 1.052 -1.855
H 4.119 -0.492 0.123
H 2.218 1.036 2.896
H 3.693 1.196 1.931
H 0.922 2.373 1.487
C -0.129 3.269 -0.571
H 0.338 4.131 -0.082
O -0.876 2.607 0.426
C -1.971 1.852 0.057
C -2.328 1.553 -1.249
C -3.475 0.813 -1.487
C -4.250 0.350 -0.440
C -3.872 0.626 0.864
C -2.740 1.375 1.115
H -2.444 1.620 2.124
H -4.468 0.269 1.690
H -5.143 -0.221 -0.637
H -3.758 0.599 -2.506
H -1.731 1.878 -2.086
H -0.765 3.633 -1.382